No. 1
{"formula": "C4H12", "method": "ωB97M-V/def2-TZVPD", "symbols": ["C", "C", "H", "H", "H", "H", "H", "H", "C", "C", "H", "H", "H", "H", "H", "H"], "coordinates": [[0.8427, 0.5420, 2.1194], [1.0097, -0.8771, 1.5279], [1.4355, 1.2759, 1.5818], [-0.2335, 0.7024, 2.1182], [1.1819, 0.5288, 3.1529], [2.0221, -1.1437, 1.2336], [0.5523, -1.5780, 2.2301], [0.4184, -1.0311, 0.6223], [-0.2644, 0.3010, -2.2543], [-1.4715, 0.0174, -1.3537], [-0.3670, -0.2886, -3.1761], [-0.3297, 1.3229, -2.6162], [0.6906, -0.0158, -1.8447], [-1.4193, 0.6501, -0.4533], [-2.3029, 0.5826, -1.7954], [-1.7649, -0.9889, -1.0923]], "forces_ev_per_angstrom": [[0.17, -1.34, -0.20], [-0.57, 0.15, -0.17], [-0.37, 0.25, -0.14], [0.09, 0.73, -0.02], [0.03, 0.14, 0.09], [0.16, -0.09, 0.49], [0.54, -0.24, 0.05], [-0.04, 0.40, -0.11], [-0.74, -1.37, -0.72], [-0.34, 2.40, 0.26], [-0.01, -0.03, 0.11], [0.54, 0.23, 0.41], [0.14, 0.51, 0.23], [0.51, -0.67, 0.29], [-0.31, -0.83, -0.39], [0.23, -0.24, -0.18]], "nbo_charge": [-0.607, -0.607, 0.205, 0.205, 0.201, 0.202, 0.201, 0.200, -0.610, -0.621, 0.199, 0.209, 0.205, 0.201, 0.205, 0.211], "smiles": "CC.CC", "relative_energy_kcal_mol": 9.5, "gap_ev": 12.611, "total_energy_ha": -159.569851, "max_force_ev_per_a": 2.440, "lumo_energy_ev": 1.167, "homo_ha": -0.4206}


No. 2
{"formula": "C4H12", "method": "ωB97M-V/def2-TZVPD", "symbols": ["C", "C", "H", "H", "H", "H", "H", "H", "C", "C", "H", "H", "H", "H", "H", "H"], "coordinates": [[1.0728, 2.1148, 0.1859], [1.3634, 1.2523, -1.0567], [0.9268, 3.1558, -0.0899], [0.4090, 1.6714, 0.9188], [2.0134, 2.1491, 0.7294], [0.7102, 1.4823, -1.8980], [1.4001, 0.1943, -0.8124], [2.3704, 1.5061, -1.3825], [-0.8201, -1.6286, -0.1363], [-1.7573, -1.6909, 1.0604], [-1.2071, -1.3438, -1.1165], [0.0914, -1.0703, 0.0679], [-0.4315, -2.6305, -0.3548], [-2.2279, -0.7172, 1.2131], [-1.2733, -2.1753, 1.8992], [-2.6405, -2.2695, 0.7723]], "forces_ev_per_angstrom": [[1.45, -0.44, -0.16], [0.30, 0.58, 0.27], [-0.75, -0.03, 0.16], [-0.77, 0.31, -0.31], [0.27, 0.03, 0.27], [-0.22, -0.38, 0.12], [-0.28, -0.02, -0.20], [0.09, 0.02, -0.22], [1.04, -1.08, -0.29], [-1.06, 0.18, -1.58], [-0.43, 0.52, 0.39], [-0.21, 0.34, 0.04], [-0.07, -0.14, 0.21], [0.57, 0.12, 0.77], [-0.11, 0.40, 0.36], [0.18, -0.44, 0.17]], "nbo_charge": [-0.615, -0.604, 0.208, 0.208, 0.198, 0.203, 0.203, 0.200, -0.609, -0.613, 0.208, 0.197, 0.197, 0.206, 0.211, 0.202], "smiles": "CC.CC", "relative_energy_kcal_mol": 10.1, "gap_ev": 12.628, "total_energy_ha": -159.568797, "max_force_ev_per_a": 1.907, "lumo_energy_ev": 1.168, "homo_ha": -0.4212}


No. 3
{"formula": "C4H12", "method": "ωB97M-V/def2-TZVPD", "symbols": ["C", "C", "H", "H", "H", "H", "H", "H", "C", "C", "H", "H", "H", "H", "H", "H"], "coordinates": [[2.5353, -0.7266, -0.7156], [1.4082, -1.7166, -0.5982], [2.9593, -0.1047, 0.1313], [3.4070, -1.2968, -1.1266], [2.4199, 0.0236, -1.4819], [1.5251, -2.4598, -1.3885], [0.4217, -1.2260, -0.3543], [1.5052, -2.4719, 0.3114], [-1.9546, 1.4461, -0.1276], [-1.9862, 0.9961, 1.3277], [-1.6251, 2.6075, -0.1793], [-1.3769, 0.9709, -0.9140], [-2.9494, 1.4365, -0.4183], [-2.6456, 0.0186, 1.4577], [-2.4954, 1.7358, 2.1418], [-1.1486, 0.7674, 1.9343]], "forces_ev_per_angstrom": [[2.61, 0.24, -0.08], [-0.58, -1.28, 3.23], [-1.00, -1.17, -0.32], [-0.34, 0.42, 0.57], [-0.73, 0.21, -0.46], [-1.00, 0.58, -0.52], [0.76, -0.75, -1.10], [0.26, 1.77, -1.32], [1.90, 3.69, 1.05], [-3.17, -1.05, 2.57], [-0.68, -2.57, 0.10], [0.33, -0.63, 0.56], [-1.91, 0.11, -0.92], [1.20, 1.87, -0.46], [0.66, -1.16, -2.54], [1.69, -0.26, -0.36]], "nbo_charge": [-0.626, -0.625, 0.211, 0.200, 0.206, 0.219, 0.215, 0.200, -0.615, -0.621, 0.195, 0.218, 0.207, 0.197, 0.207, 0.212], "smiles": "CC.CC", "relative_energy_kcal_mol": 35.8, "gap_ev": 12.217, "total_energy_ha": -159.527928, "max_force_ev_per_a": 4.282, "lumo_energy_ev": 1.065, "homo_ha": -0.4098}


No. 4
{"formula": "C4H12", "method": "ωB97M-V/def2-TZVPD", "symbols": ["C", "C", "H", "H", "H", "H", "H", "H", "C", "C", "H", "H", "H", "H", "H", "H"], "coordinates": [[-1.4342, 2.0181, -0.7930], [-0.6244, 1.0221, -1.6609], [-2.4971, 1.9268, -1.0061], [-1.3410, 1.6391, 0.2265], [-1.0740, 3.0377, -0.8631], [-1.1671, 0.0829, -1.7668], [-0.3611, 1.3799, -2.6539], [0.2518, 0.8394, -1.0482], [1.2262, -0.9176, 0.7001], [0.8479, -2.0504, 1.6852], [0.6636, -1.0347, -0.2122], [0.9585, 0.0371, 1.1484], [2.2786, -0.9479, 0.4325], [1.6993, -2.6623, 1.9803], [0.1490, -2.7563, 1.2441], [0.4241, -1.6140, 2.5872]], "forces_ev_per_angstrom": [[-0.18, -1.27, -0.26], [-0.27, 0.53, 0.73], [-0.10, 0.50, -0.23], [0.05, 0.41, 0.17], [-0.08, 0.11, 0.03], [0.03, -0.02, 0.01], [0.04, 0.11, 0.05], [0.46, -0.24, -0.62], [-0.22, -0.70, 0.48], [0.33, 0.11, -0.14], [-0.13, 0.07, -0.29], [0.24, 0.16, -0.19], [0.10, 0.20, 0.09], [0.15, 0.16, 0.07], [-0.27, 0.11, 0.04], [-0.14, -0.25, 0.07]], "nbo_charge": [-0.604, -0.607, 0.200, 0.198, 0.206, 0.200, 0.203, 0.205, -0.616, -0.613, 0.207, 0.203, 0.208, 0.204, 0.204, 0.204], "smiles": "CC.CC", "relative_energy_kcal_mol": 7.6, "gap_ev": 12.720, "total_energy_ha": -159.572864, "max_force_ev_per_a": 1.312, "lumo_energy_ev": 1.154, "homo_ha": -0.4250}


No. 5
{"formula": "C4H12", "method": "ωB97M-V/def2-TZVPD", "symbols": ["C", "C", "H", "H", "H", "H", "H", "H", "C", "C", "H", "H", "H", "H", "H", "H"], "coordinates": [[0.0349, 2.1533, -0.6000], [-0.6987, 1.9687, -1.9178], [0.7340, 1.3337, -0.4748], [0.5194, 3.1344, -0.5242], [-0.6321, 2.1585, 0.2587], [-0.0255, 2.0771, -2.7558], [-1.4647, 2.7253, -2.0735], [-1.3002, 1.0633, -1.9179], [0.2248, -1.3380, 1.0500], [0.4384, -2.7928, 1.4447], [0.9517, -1.0630, 0.2845], [-0.6850, -1.2422, 0.4511], [0.2577, -0.6561, 1.8901], [0.5549, -3.4284, 0.5640], [1.3575, -2.9372, 2.0082], [-0.3694, -3.2415, 2.0218]], "forces_ev_per_angstrom": [[-0.24, 0.38, 0.14], [-0.78, 0.66, 0.38], [0.36, 0.14, 0.21], [0.30, -0.34, -0.30], [-0.27, -0.31, 0.02], [0.14, -0.49, -0.30], [0.02, 0.43, 0.13], [0.47, -0.46, -0.28], [-0.10, -0.60, -1.05], [0.24, -0.43, -0.14], [0.51, 0.19, 0.41], [-0.38, 0.14, 0.59], [-0.13, 0.19, -0.01], [-0.09, 0.11, -0.10], [0.08, 0.13, 0.18], [-0.12, 0.26, 0.11]], "nbo_charge": [-0.606, -0.608, 0.203, 0.203, 0.202, 0.204, 0.199, 0.204, -0.611, -0.606, 0.202, 0.203, 0.208, 0.201, 0.201, 0.202], "smiles": "CC.CC", "relative_energy_kcal_mol": 4.4, "gap_ev": 12.803, "total_energy_ha": -159.577976, "max_force_ev_per_a": 1.215, "lumo_energy_ev": 1.133, "homo_ha": -0.4289}


No. 6
{"formula": "C4H12", "method": "ωB97M-V/def2-TZVPD", "symbols": ["C", "C", "H", "H", "H", "H", "H", "H", "C", "C", "H", "H", "H", "H", "H", "H"], "coordinates": [[-1.2639, -0.2467, -1.1376], [-1.0416, 1.2738, -1.3890], [-2.2402, -0.6135, -0.8214], [-0.9494, -0.6866, -2.0773], [-0.6247, -0.4442, -0.2729], [-1.4373, 1.8526, -0.5462], [-1.3804, 1.5613, -2.3780], [0.0207, 1.4600, -1.2030], [1.7357, -0.7680, 0.8120], [0.5406, -0.2991, 1.6355], [2.2010, -1.6733, 1.2056], [1.4765, -1.0532, -0.2095], [2.4215, 0.0792, 0.8223], [0.7492, 0.3115, 2.5184], [-0.1193, -1.0816, 2.0257], [-0.0882, 0.3279, 1.0155]], "forces_ev_per_angstrom": [[0.60, 1.09, 0.21], [-0.15, -0.72, 1.57], [-0.30, 0.46, -0.47], [0.12, -0.87, 0.28], [-0.12, -0.83, -1.00], [-0.71, 0.20, -0.56], [0.02, 0.48, 0.16], [0.15, -0.06, -0.87], [-0.07, -0.02, 0.54], [-0.76, -0.06, 0.44], [0.21, 0.29, 0.33], [-0.18, 0.39, -0.01], [0.41, -0.37, -0.38], [0.62, -0.11, -0.14], [0.18, -0.21, -0.33], [-0.02, 0.33, 0.24]], "nbo_charge": [-0.617, -0.613, 0.203, 0.202, 0.208, 0.201, 0.210, 0.201, -0.617, -0.612, 0.208, 0.209, 0.208, 0.209, 0.204, 0.197], "smiles": "CC.CC", "relative_energy_kcal_mol": 15.5, "gap_ev": 12.447, "total_energy_ha": -159.560319, "max_force_ev_per_a": 1.735, "lumo_energy_ev": 1.174, "homo_ha": -0.4143}


No. 7
{"formula": "C4H12", "method": "ωB97M-V/def2-TZVPD", "symbols": ["C", "C", "H", "H", "H", "H", "H", "H", "C", "C", "H", "H", "H", "H", "H", "H"], "coordinates": [[0.6843, 1.4062, -0.7158], [1.6809, 1.5939, 0.4410], [0.4152, 0.3908, -0.9436], [-0.1133, 2.1104, -0.5524], [1.1861, 1.7980, -1.6101], [2.7378, 1.5712, 0.1748], [1.4117, 0.9726, 1.2921], [1.6468, 2.6337, 0.7329], [-1.5862, -1.9424, -0.3446], [-0.7340, -1.1125, 0.6444], [-0.9931, -2.6252, -0.9465], [-2.2835, -2.6497, 0.1278], [-2.3494, -1.3608, -0.8637], [-1.0194, -0.0925, 0.4295], [-0.9954, -1.3822, 1.6640], [0.3115, -1.3115, 0.4703]], "forces_ev_per_angstrom": [[1.93, 1.16, -0.62], [-0.20, 0.39, -0.21], [-0.31, -0.10, 0.12], [-0.90, -0.37, 0.02], [-0.15, -0.11, -0.08], [-0.01, -1.05, -0.15], [0.38, -0.01, 0.12], [-0.51, 0.38, 0.49], [-0.94, -1.04, 0.77], [-1.39, -0.79, -0.53], [0.02, 0.48, -0.64], [0.40, 0.02, 0.63], [0.73, 0.28, -0.70], [0.50, 0.32, 0.54], [0.13, 0.17, 0.14], [0.33, 0.28, 0.10]], "nbo_charge": [-0.614, -0.615, 0.210, 0.206, 0.200, 0.206, 0.205, 0.202, -0.627, -0.621, 0.209, 0.204, 0.208, 0.214, 0.208, 0.206], "smiles": "CC.CC", "relative_energy_kcal_mol": 16.4, "gap_ev": 12.556, "total_energy_ha": -159.558805, "max_force_ev_per_a": 2.330, "lumo_energy_ev": 1.181, "homo_ha": -0.4181}